[1]
# C33H30CrN3O6

A molecular structure, C33H30CrN3O6 (the ωB97M-V functional and the def2-TZVPD basis, OMol25).

Geometry as XYZ:
```
73
Properties=species:S:1:pos:R:3:mulliken_charge:R:1
H -0.94956 -3.64404 1.10598 0.391
C -0.33234 -0.73497 -5.04380 -0.238
H -0.96033 3.00796 1.13690 0.392
H -1.30027 -0.85903 -5.51717 0.404
O 0.38679 -1.71070 1.77971 -0.330
Cr 1.99735 -0.39221 1.06081 0.472
C -3.58327 -2.09941 -2.70624 -0.643
H 0.59156 0.14594 -6.76249 0.368
C -3.98268 0.54436 -1.97522 0.922
H 2.79249 0.42019 -5.64737 0.409
C -4.24763 1.96006 -1.51843 -1.242
C -2.85779 2.13773 1.67313 0.355
C -4.83516 -1.68954 -2.28923 -0.806
C 4.55613 -0.27625 3.40345 0.533
C -2.51093 -1.20737 -2.75985 -0.178
C -1.52426 2.10942 1.35062 0.065
H -0.81224 0.84439 -1.66042 -0.065
C -2.95637 4.47686 1.35286 -0.783
O -3.60120 3.28034 1.72849 -0.464
H -0.92029 -2.41049 -2.34905 0.513
C 3.96397 0.04979 6.11618 -0.415
C 4.86673 -0.47442 2.00137 0.149
C -0.78556 0.88731 1.30914 0.236
H 3.05406 -0.29106 -3.28897 0.250
H -4.22980 2.65748 -2.36074 0.392
H -2.52561 4.40478 0.35085 0.270
C 0.72658 -0.17291 -5.73541 -0.550
O 0.43858 0.92675 0.96320 -0.735
C -1.56559 1.13219 -2.40035 -0.984
H 6.08444 -0.22616 6.44799 0.364
C -0.18331 -1.16578 -3.72409 -0.579
H 6.95884 -0.38168 2.06687 0.173
C 3.20062 -0.05845 3.79844 0.174
N 4.01493 -0.65226 0.99762 0.386
H -4.60330 1.00293 2.22771 0.411
C 5.56316 -0.32198 4.37673 -0.574
C 6.08355 -0.76513 0.15938 -0.788
C 1.96000 -0.02512 -5.11651 -0.659
H -3.72117 5.25070 1.35713 0.246
H -6.00065 -0.04405 -1.56575 0.321
C -0.82358 -1.60344 1.63298 0.997
C 1.06383 -1.01854 -3.09769 1.156
C -2.87665 -0.23750 1.90410 -0.625
C 5.28850 -0.16615 5.71659 -0.830
C 2.11018 -0.43646 -3.80065 -0.460
H -3.50169 2.28708 -0.79263 -0.055
H 6.59200 -0.50387 4.08124 0.212
C 1.25174 -1.41607 -1.65368 0.660
C -1.50818 -0.32073 1.60417 0.336
O 0.70894 -2.45082 -1.24985 -0.820
H -3.40566 -3.12893 -2.99421 0.470
H -5.65206 -2.39943 -2.23607 0.382
H -3.41763 -1.15119 2.12640 0.396
C -2.70819 0.14360 -2.40809 1.205
C 4.76906 -0.83946 -0.14339 -0.561
C -3.55456 0.95199 1.96322 -0.845
H 6.96690 -0.85963 -0.44712 0.428
O 2.22747 -0.00189 2.96790 -0.117
H -2.16620 4.74721 2.05849 0.334
C 2.95421 0.10903 5.18796 -0.726
N 6.13518 -0.53460 1.51828 -0.054
O 1.93692 -0.58051 -0.97240 -0.664
C -1.62662 -2.87905 1.47747 -1.845
H -1.06644 1.18665 -3.36509 0.391
H -2.02770 -3.19925 2.44264 0.400
C -5.02958 -0.36941 -1.92355 -0.959
H 4.29819 -1.00652 -1.09633 0.310
H -5.22379 2.02096 -1.03825 0.330
H 3.73313 0.16484 7.16928 0.386
N -1.25992 -1.80018 -3.08782 -0.253
H 1.92458 0.26347 5.48668 0.420
H -2.45110 -2.73932 0.77928 0.402
H -1.91177 2.13195 -2.15337 0.435
```

The value obtained for the HOMO energy (alpha / beta) is -3.9 / -4.7 eV. Its net charge is -1. The gap between HOMO and LUMO (alpha / beta) is 6.41 / 7.18 eV. The multiplicity is 5.


[2]
# C33H30F3N2O8PbS3Sb

A molecular structure, C33H30F3N2O8PbS3Sb at a distorted geometry (the ωB97M-V functional and the def2-TZVPD basis, OMol25).

Geometry as XYZ:
```
81
Properties=species:S:1:pos:R:3:mulliken_charge:R:1
C -3.32105 0.47859 2.38810 0.127
Pb -1.11365 -1.53391 -1.63870 1.212
H 0.05075 3.00779 -0.34930 0.000
H -0.55475 0.96439 -5.71490 0.579
H -1.75785 4.38389 -1.00080 0.527
H 1.18365 2.00159 -4.27330 0.590
N -0.97905 -3.41091 -3.29740 -0.451
C 3.62605 -1.93991 -2.41430 0.082
C 1.16285 0.38059 5.04850 -0.220
H -3.53435 -1.15191 3.76160 0.419
C -1.53895 -1.05591 2.98200 -1.686
H -0.12525 -3.32411 -3.84070 0.207
O -2.90915 -0.98521 0.07280 -0.672
H -1.77375 -3.35501 -3.92730 0.282
C -2.12885 -4.65361 -1.48640 0.328
F 2.98195 0.67309 8.14370 -0.330
H -1.17125 -1.83841 3.62680 0.569
C 2.00905 -1.85291 -0.70830 0.529
H 2.99905 0.45619 -0.42030 0.152
C -0.07245 3.13179 -1.42370 -0.574
C 3.16595 2.57189 -0.32470 -0.530
H -0.42725 2.68179 -3.99150 0.403
H -3.79515 0.85099 -5.00160 0.495
C -1.01725 -4.67331 -2.55600 -0.590
C -3.38275 -3.33801 0.01530 -0.621
S -2.75255 2.32269 -1.69850 0.105
H -4.38415 -3.44421 -0.43410 0.291
H -1.16945 -5.54161 -3.20610 0.368
C -3.35175 0.81109 -4.00340 -0.807
H -2.48345 2.78969 -4.06060 0.312
S 0.37085 1.48049 -2.08820 0.560
H 0.72365 1.18179 6.99610 0.461
Sb 1.49395 -0.68371 2.19100 1.534
C 1.45185 0.70239 6.36190 -0.767
C -3.27405 -1.98361 0.67510 0.475
O 3.45495 -1.74281 1.16970 -0.759
H -0.06495 -4.79641 -2.03380 0.218
H 4.09575 -1.04911 4.14490 0.513
N -2.34955 -3.43301 -0.99810 -0.129
C 2.12165 -0.22411 4.25370 0.084
F -4.60565 0.86139 2.56890 -0.382
C 3.66185 -0.24511 6.08410 -0.551
C -0.70525 -0.25951 2.27410 0.592
H -2.74865 2.30739 1.50390 0.548
C -3.00875 -0.90601 2.83200 -0.048
O 5.43755 -2.61041 -0.91640 -0.584
C 0.18365 1.79059 -3.88770 -1.302
H -1.51525 4.11289 -2.71990 0.523
C 4.30005 -2.24821 -1.08880 0.200
H 2.10805 4.51419 2.23650 0.471
C 2.79655 1.33269 0.17410 -0.266
H -0.45615 1.39969 0.92910 0.166
H -3.28225 -4.13111 0.76610 0.431
O -2.68195 -5.69011 -1.15020 -0.729
O 4.19515 -1.71671 -3.45860 -0.619
C 3.26815 -1.95991 -0.05550 0.660
O 0.91495 -1.63191 -0.07110 -0.480
C 3.36365 -0.55141 4.76630 -0.550
C 2.16585 -1.83591 -2.13210 0.345
C 2.16845 1.22049 1.40360 0.107
H 0.66885 3.84599 -1.78260 0.731
H 1.44935 2.29019 3.11180 0.348
C 2.70185 0.38059 6.85920 0.289
O 1.24315 -1.67541 -2.95070 -0.588
H 4.61705 -0.49091 6.51940 0.446
C -1.47195 3.63719 -1.74220 -1.291
C -3.20355 2.22119 -3.47770 -0.816
H 3.63845 2.66679 -1.28950 0.502
H 0.18075 0.59119 4.64760 0.365
C 1.93005 2.36919 2.14740 -0.225
C -2.42195 1.33929 1.84790 -0.711
F 3.20415 4.91619 -0.07190 -0.396
C 2.89695 3.70029 0.42600 0.329
O -3.56505 -1.98921 1.94840 -0.415
C -1.11255 0.88149 1.60670 -0.075
C -0.37275 0.63099 -4.69320 -0.757
H -4.17925 2.70229 -3.57150 0.525
C 2.29305 3.61559 1.66810 -0.769
S -1.86935 -0.29221 -4.15060 0.025
H -3.99825 0.23259 -3.34140 0.365
H 0.35145 -0.18561 -4.70840 0.299
```

The value obtained for the HOMO energy (alpha / beta) is -7.9 / -7.7 eV. Its relative energy (zero: lowest compared OMol25 entry of this formula, charge and spin) is 86.0 kcal per mole. The gap between HOMO and LUMO (alpha / beta) is 6.14 / 5.88 eV.


[3]
# C33H30IrN5O5S5Si

A molecular structure, C33H30IrN5O5S5Si (the ωB97M-V functional and the def2-TZVPD basis, OMol25).

Geometry as XYZ:
```
80
Properties=species:S:1:pos:R:3:mulliken_charge:R:1
C 2.32795 -2.56350 2.71539 -0.159
O 1.60407 1.56170 -3.03576 -0.714
C -0.27377 5.45893 0.32872 -0.458
H -1.13959 0.73074 2.99144 0.167
N 1.74554 -0.25882 2.15860 0.720
C -1.16406 -0.59945 -3.93250 -0.556
H 0.86479 2.71850 -1.32585 0.241
C -7.03533 -2.22312 0.59605 -0.443
H 1.84688 0.83045 5.86462 0.334
H -1.29843 -1.06923 -2.96727 0.461
C 0.08009 0.98302 -5.28344 -1.093
H -0.77699 1.68809 4.43688 0.306
C 2.20257 0.22790 5.02184 -1.284
C 4.13726 -0.66728 -0.79504 0.181
Ir 1.17746 -0.00091 0.15831 1.713
S -0.51627 -1.63874 0.47279 -0.858
C 4.62497 -3.23637 2.98730 -0.474
C 0.72843 0.72045 -2.87245 0.609
C 0.34341 3.31406 -0.58706 -0.121
H -2.77488 -1.67580 -4.91597 0.420
N -3.35964 -2.14049 0.61824 0.278
S 5.61868 -1.47943 -1.26622 -0.204
H -0.21928 6.54070 0.29618 0.363
C -1.83377 -0.52189 0.54247 0.344
C -1.89538 0.60032 -8.22157 -0.170
H -4.05414 -4.64548 0.36518 0.351
C 4.22157 0.64270 -0.52564 0.005
H -6.35183 -5.51663 0.29359 0.322
C -6.19017 -4.44952 0.39251 -0.428
N -0.44643 1.26259 0.47726 1.098
C -0.73887 0.64139 -6.32630 1.005
C 0.38581 4.70144 -0.62765 -1.099
H 2.98601 2.64038 3.17352 0.258
C 6.68114 -0.07705 -1.17486 0.614
C -7.27701 -3.58630 0.47579 -0.551
H 4.38155 0.05913 2.20024 0.391
H 1.97849 -0.82105 5.22894 0.324
S 5.80841 1.37581 -0.68462 -0.205
H -7.86915 -1.53312 0.65769 0.328
C -4.65450 -2.59061 0.55674 0.373
H 1.50696 3.09332 2.34842 0.102
C -5.74676 -1.71807 0.63649 -0.396
C -4.89582 -3.96566 0.43188 -0.448
C 1.89596 2.60014 3.23880 -0.771
H -8.28930 -3.96834 0.44391 0.349
N -1.63214 0.87272 0.53033 -0.876
C 2.71281 -1.24956 2.42704 -0.399
O -2.38253 -0.46158 -7.41400 -0.515
C -0.15248 0.34385 -4.05995 -0.077
H 1.26860 -2.79192 2.69417 0.302
H 3.28822 0.32728 4.96134 0.277
O 0.37797 0.11486 -1.80248 -0.754
C 5.02332 -1.93555 2.70704 -0.729
H -2.59120 -2.77576 0.42671 0.289
C 3.26927 -3.54236 2.99255 -0.658
S 2.89939 1.63230 0.01975 -0.508
H -1.68095 0.22266 -9.22204 0.195
O 7.87113 -0.10814 -1.40394 -0.667
H 1.57337 3.17209 4.11709 0.324
Si 1.35593 0.80219 3.43184 0.227
C -1.06825 3.44703 1.37449 -0.149
C -0.37988 2.70258 0.42537 -0.084
N -3.09359 -0.81293 0.60860 -0.570
H 0.95149 5.18555 -1.41353 0.438
H 6.07831 -1.68458 2.68642 0.382
H -0.69956 -0.07932 4.47866 0.309
C -1.00241 4.82910 1.33070 -0.657
C -1.74663 -0.29302 -6.19581 1.053
H 2.94522 -4.55608 3.20402 0.349
C 4.08076 -0.95503 2.43531 0.174
O -0.70331 1.09316 -7.63835 -0.511
H -5.55715 -0.65855 0.72508 0.393
S 2.67182 -1.59722 -0.64393 -0.738
C -0.49176 0.80070 3.86228 -0.870
H -1.62567 2.93169 2.14423 0.421
H 0.87989 1.70672 -5.35908 0.514
C -1.98741 -0.94025 -5.01008 -1.065
H -1.51555 5.41517 2.08341 0.369
H 5.36254 -4.00483 3.18915 0.353
H -2.64620 1.40215 -8.25993 0.236
```

The value obtained for the HOMO energy (alpha / beta) is -1.2 / -1.2 eV. Its relative energy (zero: lowest compared OMol25 entry of this formula, charge and spin) is 1.0 kcal per mole. Its net charge is -2. The gap between HOMO and LUMO (alpha / beta) is 5.15 / 5.15 eV.


| no. | energy (hartree) |
| --- | --- |
| 1 | -2935.9362 |
| 2 | -3914.0963 |
| 3 | -4310.4833 |